A) FH3N2 | ωB97M-V with the def2-TZVPD basis set

As for the SMILES: NNF.

Each atom is followed by the atoms it is bonded to, with distances in Å.
Cartesian coordinates (Å):
1 N -0.61177 0.52193 -0.18704  N2 1.734, H4 1.094, H5 1.015
2 N 0.68032 -0.58456 0.14799  N1 1.734, F3 1.382, H6 1.037
3 F 0.03852 -1.77341 -0.14107  N2 1.382
4 H -0.27849 1.48101 0.22110  N1 1.094
5 H -0.71903 0.71021 -1.17828  N1 1.015
6 H 0.89045 -0.35518 1.13730  N2 1.037

Atom charges from the natural (NBO) analysis, given in e for atoms 1 to 5: number 1, N, carries -0.713; number 2, N, carries -0.084; number 3, F, carries -0.232; number 4, H, carries 0.342; number 5, H, carries 0.354

=====

B) FH3N2 | ωB97M-V with the def2-TZVPD basis set

As for the SMILES: NNF.

Each atom is followed by the atoms it is bonded to, with distances in Å.
Cartesian coordinates (Å):
1 N 0.09437 0.44154 -0.16434  N2 1.347, H4 0.944, H5 0.997
2 N 0.17893 -0.81244 -0.64854  N1 1.347, F3 1.519, H6 1.017
3 F -1.10515 -1.61839 -0.54858  N2 1.519
4 H -0.21840 1.04795 -0.81610  N1 0.944
5 H -0.29888 0.38842 0.75064  N1 0.997
6 H 0.63359 -1.33240 0.09761  N2 1.017

Atom charges from the natural (NBO) analysis, given in e for atoms 1 to 5: number 1, N, carries -0.604; number 2, N, carries -0.075; number 3, F, carries -0.373; number 4, H, carries 0.367; number 5, H, carries 0.356

=====

Computed relative energies in units of hartree: A) 0.0557; B) 0.0000

=====

A) C6H8S | ωB97M-V with the def2-TZVPD basis set

As for the SMILES: C1#S#CCCCC1.

Each atom is followed by the atoms it is bonded to, with distances in Å.
Cartesian coordinates (Å):
1 C -1.77639 0.61231 -0.94921  C3 1.491, S7 1.604
2 C 0.50761 1.32582 -1.21761  C4 1.426, S7 1.675
3 C -1.52081 0.27658 0.48040  C1 1.491, C5 1.509, H8 1.052, H9 1.189
4 C 1.39893 0.25867 -0.90068  C2 1.426, C6 1.586, H10 1.221, H11 1.136
5 C -0.44337 -0.75777 0.69376  C3 1.509, C6 1.543, H12 1.207, H13 1.136
6 C 1.02134 -0.30039 0.53459  C4 1.586, C5 1.543, H14 1.132, H15 1.175
7 S -0.82590 1.00602 -2.17961  C1 1.604, C2 1.675
8 H -1.25072 1.11984 1.04843  C3 1.052
9 H -2.49086 -0.22097 0.95403  C3 1.189
10 H 1.36171 -0.73797 -1.60467  C4 1.221
11 H 2.47608 0.54301 -1.12346  C4 1.136
12 H -0.54322 -0.94363 1.88239  C5 1.207
13 H -0.68303 -1.65994 0.04564  C5 1.136
14 H 1.57343 -1.12794 1.07453  C6 1.132
15 H 1.19519 0.60634 1.26147  C6 1.175

Atom charges from the natural (NBO) analysis, given in e for atoms 1 to 5: number 1, C, carries -0.250; number 2, C, carries -0.213; number 3, C, carries -0.533; number 4, C, carries -0.568; number 5, C, carries -0.389

=====

B) C6H8S | ωB97M-V with the def2-TZVPD basis set

As for the SMILES: CC1=C[C@H]2S[C@H]2C1.

Each atom is followed by the atoms it is bonded to, with distances in Å.
Cartesian coordinates (Å):
1 C -0.13070 0.54001 1.12475  C2 1.327, C4 1.590, H8 1.045
2 C 0.00930 0.63787 -0.19143  C1 1.327, C3 1.565, C6 1.482
3 C 0.00676 -0.76006 -0.89547  C2 1.565, C5 1.458, H9 1.122, H10 1.062
4 C -0.10831 -0.99888 1.52331  C1 1.590, C5 1.529, S7 1.819, H11 1.074
5 C -0.04776 -1.73757 0.18552  C3 1.458, C4 1.529, S7 1.875, H12 1.019
6 C 0.36619 1.85059 -0.96511  C2 1.482, H13 1.125, H14 1.150, H15 1.147
7 S -1.71240 -1.71363 1.04764  C4 1.819, C5 1.875
8 H -0.26552 1.32994 1.79472  C1 1.045
9 H -0.90882 -0.54165 -1.50572  C3 1.122
10 H 0.90461 -0.95391 -1.42922  C3 1.062
11 H 0.20094 -1.29299 2.50849  C4 1.074
12 H 0.28670 -2.69366 0.29736  C5 1.019
13 H 0.28169 2.65109 -0.17901  C6 1.125
14 H -0.30310 1.84905 -1.89992  C6 1.150
15 H 1.42041 1.83381 -1.41591  C6 1.147

Atom charges from the natural (NBO) analysis, given in e for atoms 1 to 5: number 1, C, carries -0.224; number 2, C, carries 0.050; number 3, C, carries -0.475; number 4, C, carries -0.312; number 5, C, carries -0.253

=====

Computed relative energies in units of hartree: A) 0.1912; B) 0.0000

=====

A) C2H15NO4 | ωB97M-V with the def2-TZVPD basis set

As for the SMILES: CNC.O.O.O.O.

Each atom is followed by the atoms it is bonded to, with distances in Å.
Cartesian coordinates (Å):
1 C -1.76199 -1.41813 1.96970  N2 1.491, H4 1.085, H5 1.088, H6 1.090
2 N -0.77466 -1.42478 0.85183  C1 1.491, C3 1.465, H7 1.013
3 C -1.22645 -2.27519 -0.25180  N2 1.465, H8 1.090, H9 1.088, H10 1.097
4 H -2.72355 -1.74876 1.59137  C1 1.085
5 H -1.45337 -2.01943 2.82284  C1 1.088
6 H -1.84366 -0.37755 2.28340  C1 1.090
7 H 0.08776 -1.71491 1.29734  N2 1.013
8 H -0.39428 -2.40890 -0.94327  C3 1.090
9 H -2.06775 -1.74360 -0.69189  C3 1.088
10 H -1.55889 -3.28515 0.01669  C3 1.097
11 H 2.13243 -0.35684 -0.08049  O13 0.969
12 H 3.44489 -0.98940 0.04387  O13 0.966
13 O 2.62525 -0.90521 0.54806  H11 0.969, H12 0.966
14 H 2.36071 2.23709 -0.60466  O16 0.966
15 H 3.29997 2.73764 -1.66964  O16 0.965
16 O 2.91945 2.99500 -0.82074  H14 0.966, H15 0.965
17 H -1.40048 2.36871 -1.39923  O19 0.965
18 H -1.12361 3.73076 -1.97497  O19 0.964
19 O -1.78058 3.02552 -1.99522  H17 0.965, H18 0.964
20 H -0.00807 0.53972 -0.30186  O22 0.979
21 H 0.86011 1.70300 0.03127  O22 0.965
22 O 0.38678 1.33041 -0.72259  H20 0.979, H21 0.965

Atom charges from the natural (NBO) analysis, given in e for atoms 1 to 5: number 1, C, carries -0.422; number 2, N, carries -0.664; number 3, C, carries -0.417; number 4, H, carries 0.193; number 5, H, carries 0.188

=====

B) C2H15NO4 | ωB97M-V with the def2-TZVPD basis set

As for the SMILES: CNC.O.O.O.O.

Each atom is followed by the atoms it is bonded to, with distances in Å.
Cartesian coordinates (Å):
1 C 0.73897 1.79374 -1.08826  N2 1.559, H4 1.111, H5 1.137, H6 1.111
2 N 1.08176 1.08327 0.25593  C1 1.559, C3 1.475, H7 1.033
3 C 0.09499 1.48159 1.27756  N2 1.475, H8 1.186, H9 1.095, H10 1.110
4 H -0.08608 1.20043 -1.53803  C1 1.111
5 H 0.31871 2.83985 -0.93778  C1 1.137
6 H 1.55944 1.74392 -1.83505  C1 1.111
7 H 2.01806 1.40172 0.55349  N2 1.033
8 H -0.30629 2.59501 1.20542  C3 1.186
9 H 0.52469 1.25505 2.25845  C3 1.095
10 H -0.86287 0.92777 1.18726  C3 1.110
11 H 1.27737 -2.08685 -1.12725  O13 0.954
12 H 1.62661 -0.66254 -0.40163  O13 0.999
13 O 1.57938 -1.65836 -0.33069  H11 0.954, H12 0.999
14 H -1.01281 -3.21638 -1.14598  O16 0.958
15 H -2.07895 -2.62049 -2.09513  O16 1.011
16 O -1.10666 -2.89161 -2.04280  H14 0.958, H15 1.011
17 H -1.94760 0.49128 -0.61277  O19 0.932
18 H -3.38289 0.36248 -0.04234  O19 0.975
19 O -2.57153 -0.11929 -0.28666  H17 0.932, H18 0.975
20 H 0.92305 -1.19165 1.48102  O22 1.002
21 H 1.17853 -1.40166 2.91964  O22 0.943
22 O 0.43414 -1.32730 2.34558  H20 1.002, H21 0.943

Atom charges from the natural (NBO) analysis, given in e for atoms 1 to 5: number 1, C, carries -0.434; number 2, N, carries -0.660; number 3, C, carries -0.429; number 4, H, carries 0.185; number 5, H, carries 0.188

=====

Computed relative energies in units of hartree: A) 0.0000; B) 0.0122